Record 1
{
  "formula": "C17H16F24NO5S",
  "method": "the ωB97M-V functional and the def2-TZVPD basis",
  "charge": -1,
  "spin_multiplicity": 1,
  "orbital_gap_ev": 6.10,
  "homo_energy_ha": -0.16493,
  "elements": ["S", "F", "F", "F", "F", "F", "F", "F", "F", "F", "F", "F", "F", "F", "F", "F", "F", "F", "F", "F", "F", "F", "F", "F", "F", "O", "O", "O", "O", "O", "N", "C", "C", "C", "C", "C", "C", "C", "C", "C", "C", "C", "C", "C", "C", "C", "C", "C", "H", "H", "H", "H", "H", "H", "H", "H", "H", "H", "H", "H", "H", "H", "H", "H"],
  "xyz": [[1.607, -5.349, -0.540], [-4.956, 0.862, -2.944], [-6.291, 4.288, 2.013], [-4.681, 5.077, 0.806], [-10.264, 5.574, 0.041], [-10.764, 3.136, 1.034], [1.083, 0.157, -0.999], [-1.056, -0.629, -3.661], [10.093, -3.129, 2.592], [-3.579, 3.109, -2.225], [5.941, -5.020, 1.417], [6.251, -4.261, 3.968], [7.437, -2.530, 3.390], [-4.819, 2.314, 0.832], [8.021, -4.991, 2.058], [9.867, -1.377, -0.438], [11.080, -1.266, 2.026], [0.340, -1.938, -2.608], [-0.977, -0.437, -0.770], [-6.762, 2.419, -0.148], [-9.030, 4.011, -0.840], [-3.387, -0.417, -2.160], [8.491, -1.146, 1.215], [-2.510, 1.849, -3.645], [-8.734, 2.937, 1.786], [3.183, -3.380, -2.133], [-0.442, 1.469, -1.865], [3.661, -2.196, -0.310], [-6.721, 5.239, 0.013], [8.679, -3.128, 0.145], [1.560, -3.090, 1.053], [-5.865, 4.435, 0.745], [9.330, -2.015, 0.630], [-9.671, 3.832, 1.431], [-7.991, 5.649, 0.510], [-1.676, 2.025, -1.440], [10.499, -2.393, 1.543], [-5.614, 3.093, 0.054], [6.504, -3.398, 2.948], [2.933, -2.969, -0.987], [0.071, -0.658, -2.911], [6.973, -4.193, 1.728], [1.612, -3.498, -0.325], [7.303, -3.413, 0.441], [-9.215, 4.736, 0.281], [-0.102, 0.140, -1.616], [-2.910, 1.912, -2.362], [-3.928, 0.803, -2.055], [-4.348, 0.919, -1.053], [0.891, -0.250, -3.505], [-9.945, 4.430, 2.305], [-1.912, 1.745, -0.414], [0.759, -3.135, -0.876], [11.242, -2.966, 0.983], [-8.209, 6.540, -0.078], [2.822, -5.641, -0.025], [2.484, -3.103, 1.459], [5.585, -2.854, 2.718], [6.669, -2.534, 0.326], [0.904, -3.639, 1.587], [-1.466, 3.094, -1.410], [7.009, -4.079, -0.367], [-7.927, 5.989, 1.543], [-5.131, 3.236, -0.910]]
}



Record 2
{
  "formula": "C17H16N2O2",
  "method": "the ωB97M-V functional and the def2-TZVPD basis",
  "spin_multiplicity": 1,
  "orbital_gap_ev": 6.20,
  "e_above_lowest_kcal_mol": 153.5,
  "homo_energy_ha": -0.29589,
  "elements": ["O", "O", "N", "N", "C", "C", "C", "C", "C", "C", "C", "C", "C", "C", "C", "C", "C", "C", "C", "C", "C", "H", "H", "H", "H", "H", "H", "H", "H", "H", "H", "H", "H", "H", "H", "H", "H"],
  "xyz": [[-2.393, -0.833, 0.953], [-1.839, 1.176, 1.618], [-2.206, -3.020, -6.143], [-1.746, 0.237, 0.760], [0.950, 1.037, 4.290], [1.228, -0.163, 0.718], [0.876, 0.217, 3.166], [1.911, 2.815, 2.947], [1.031, -1.629, 0.911], [-1.901, -1.581, -3.991], [1.798, 0.306, -0.573], [-2.216, -2.171, -2.757], [1.835, 2.005, 1.813], [-2.065, -2.356, -5.190], [-0.923, 0.421, -0.360], [-1.301, -0.254, -1.580], [-1.057, 0.371, -2.831], [1.480, 2.336, 4.192], [1.326, 0.672, 1.883], [-1.908, -1.524, -1.572], [-1.367, -0.281, -4.018], [2.902, 0.372, -0.578], [0.967, -2.147, -0.054], [0.076, -1.827, 1.413], [1.834, -2.096, 1.512], [0.409, -0.769, 3.245], [1.407, 1.297, -0.820], [-2.689, -3.153, -2.724], [-0.637, 1.387, -2.833], [1.470, -0.358, -1.380], [-2.177, -1.965, -0.620], [0.597, 0.656, 5.252], [2.330, 3.818, 2.857], [-1.176, 0.197, -4.987], [2.141, 2.408, 0.842], [-0.557, 1.454, -0.448], [1.593, 2.946, 5.088]]
}



Record 3
{
  "formula": "C17H16N4O",
  "method": "the ωB97M-V functional and the def2-TZVPD basis",
  "spin_multiplicity": 1,
  "orbital_gap_ev": 7.57,
  "smiles": "OCCCCC1=C2C=Nc3ncnc(c32)-c2ccccc2N1",
  "e_above_lowest_kcal_mol": 4.6,
  "homo_energy_ha": -0.29596,
  "elements": ["O", "N", "N", "N", "N", "C", "C", "C", "C", "C", "C", "C", "C", "C", "C", "C", "C", "C", "C", "C", "C", "C", "H", "H", "H", "H", "H", "H", "H", "H", "H", "H", "H", "H", "H", "H", "H", "H"],
  "xyz": [[-1.178, -0.788, 5.286], [1.472, -0.193, -0.074], [0.946, 3.363, -2.680], [-1.383, 3.178, -3.091], [-2.558, 1.484, -1.879], [3.229, 2.958, -1.129], [3.483, 0.811, 0.597], [-0.178, 3.707, -3.297], [4.525, 1.721, 0.488], [-0.300, 1.713, -1.571], [-1.071, -2.054, 3.236], [0.896, 2.356, -1.782], [-0.717, 0.622, -0.737], [-0.336, -0.956, 2.418], [2.125, 2.079, -0.999], [-0.710, -1.998, 4.725], [-2.157, 0.629, -0.976], [2.289, 0.937, -0.131], [-0.468, -1.316, 0.919], [-1.405, 2.163, -2.242], [4.370, 2.796, -0.358], [0.074, -0.216, 0.026], [-0.204, 4.513, -3.994], [-1.970, -0.488, 4.798], [-1.523, -1.458, 0.694], [0.704, -0.928, 2.725], [-2.138, -1.914, 3.121], [0.378, -2.106, 4.802], [5.442, 1.539, 1.040], [1.910, -1.037, 0.260], [3.161, 3.849, -1.757], [-2.827, -0.099, -0.536], [5.205, 3.439, -0.526], [-0.795, 0.053, 2.607], [0.079, -2.261, 0.732], [-1.115, -2.858, 5.261], [-0.772, -3.065, 2.901], [3.622, -0.065, 1.232]]
}



Record 4
{
  "formula": "C17H16N4O2S",
  "method": "the ωB97M-V functional and the def2-TZVPD basis",
  "spin_multiplicity": 1,
  "orbital_gap_ev": 8.72,
  "smiles": "CCc1ccccc1NC(=O)CSc1nnc(-c2ccncc2)o1",
  "e_above_lowest_kcal_mol": 35.8,
  "homo_energy_ha": -0.32136,
  "elements": ["S", "O", "O", "N", "N", "N", "N", "C", "C", "C", "C", "C", "C", "C", "C", "C", "C", "C", "C", "C", "C", "C", "C", "C", "H", "H", "H", "H", "H", "H", "H", "H", "H", "H", "H", "H", "H", "H", "H", "H"],
  "xyz": [[-2.708, -2.405, 1.456], [0.510, -2.972, -0.555], [-1.752, -1.122, -0.703], [-2.531, 0.907, -0.408], [-3.020, 0.139, 0.576], [0.242, -1.595, 1.253], [0.802, 1.411, -4.241], [-2.537, -1.053, 0.390], [-0.066, -0.334, -2.865], [-0.072, -2.642, 0.452], [-0.013, 2.267, -3.647], [-0.896, 1.911, -2.642], [-0.270, 0.867, 2.692], [0.650, 0.778, 1.503], [-1.767, 0.163, -1.149], [0.772, 0.146, -3.859], [2.143, 1.900, -0.037], [1.268, 1.929, 1.034], [1.841, -0.469, -0.198], [2.436, 0.695, -0.648], [-1.290, -3.441, 0.923], [0.938, -0.433, 0.859], [-0.919, 0.575, -2.241], [0.427, 0.392, 3.970], [0.778, -0.634, 3.879], [0.050, 3.289, -3.995], [1.289, 1.022, 4.178], [-1.545, 2.625, -2.165], [2.062, -1.409, -0.674], [-0.046, -1.372, -2.570], [-1.192, 0.300, 2.533], [2.596, 2.814, -0.389], [-0.570, 1.908, 2.821], [1.457, -0.514, -4.373], [-0.256, 0.451, 4.814], [1.046, 2.869, 1.517], [-0.325, -1.477, 2.083], [3.124, 0.655, -1.478], [-1.044, -4.049, 1.795], [-1.609, -4.093, 0.110]]
}



Record 5
{
  "formula": "C17H16O7",
  "method": "the ωB97M-V functional and the def2-TZVPD basis",
  "spin_multiplicity": 1,
  "orbital_gap_ev": 8.71,
  "smiles": "COC(=O)c1cc(O)cc(OC)c1C(=O)c1c(O)cc(C)cc1O",
  "e_above_lowest_kcal_mol": 0.0,
  "homo_energy_ha": -0.30230,
  "elements": ["O", "O", "O", "O", "O", "O", "O", "C", "C", "C", "C", "C", "C", "C", "C", "C", "C", "C", "C", "C", "C", "C", "C", "C", "H", "H", "H", "H", "H", "H", "H", "H", "H", "H", "H", "H", "H", "H", "H", "H"],
  "xyz": [[-0.740, 2.519, -1.054], [2.683, -0.449, -2.503], [-4.886, 1.168, 0.903], [0.191, 0.471, 1.487], [-2.397, -3.077, -0.026], [0.130, -0.249, -2.558], [-0.336, -2.423, -0.611], [0.133, -0.039, -1.348], [3.776, 0.091, 0.888], [1.363, 0.266, 0.831], [-3.253, -0.489, 0.307], [2.598, -0.201, -1.199], [-1.607, 1.586, -0.593], [-2.856, 1.862, -0.058], [-1.475, -2.148, -0.318], [1.354, 0.021, -0.557], [2.557, 0.301, 1.528], [-1.120, 3.874, -1.008], [-1.998, -0.768, -0.230], [5.046, 0.128, 1.680], [-1.955, -4.424, -0.101], [-3.675, 0.826, 0.389], [3.785, -0.158, -0.468], [-1.171, 0.255, -0.674], [4.708, -0.330, -0.998], [-2.016, 4.059, -1.608], [5.911, 0.032, 1.031], [1.758, -0.467, -2.865], [0.377, 0.609, 2.425], [-2.820, -5.042, 0.125], [-1.294, 4.206, 0.020], [5.060, -0.687, 2.403], [-1.575, -4.642, -1.101], [-0.283, 4.427, -1.431], [-3.878, -1.298, 0.653], [5.122, 1.063, 2.233], [-3.234, 2.867, 0.028], [2.541, 0.491, 2.593], [-1.156, -4.601, 0.622], [-5.365, 0.371, 1.164]]
}



Record 6
{
  "formula": "C17H17BrCdN5O3S2",
  "method": "the ωB97M-V functional and the def2-TZVPD basis",
  "charge": -1,
  "spin_multiplicity": 1,
  "orbital_gap_ev": 7.49,
  "e_above_lowest_kcal_mol": 16.2,
  "homo_energy_ha": -0.17512,
  "elements": ["Cd", "Br", "S", "S", "O", "O", "O", "N", "N", "N", "N", "N", "C", "C", "C", "C", "C", "C", "C", "C", "C", "C", "C", "C", "C", "C", "C", "C", "C", "H", "H", "H", "H", "H", "H", "H", "H", "H", "H", "H", "H", "H", "H", "H", "H", "H"],
  "xyz": [[-0.413, -0.854, 0.381], [0.821, 2.456, 1.555], [-4.444, 0.038, 3.474], [-1.627, -0.658, 2.658], [1.676, -0.432, -1.536], [0.898, -2.711, 0.879], [2.937, -3.475, 1.439], [-3.487, 0.850, 1.290], [-2.504, 1.094, 0.369], [1.677, -0.155, 1.491], [2.077, -1.925, -3.170], [-0.681, 1.966, -1.503], [-1.556, 2.482, -4.087], [-1.983, 1.941, -1.794], [2.053, 1.054, 1.858], [0.177, 2.247, -2.472], [-0.237, -1.230, -2.769], [-3.834, -1.081, 4.746], [-1.157, -1.499, -1.579], [2.078, -2.600, 1.297], [4.147, 0.291, 2.648], [2.520, -1.175, 1.696], [1.233, -1.159, -2.407], [-2.925, 1.614, -0.714], [3.769, -0.984, 2.270], [-0.204, 2.515, -3.781], [-3.105, 0.133, 2.308], [-2.461, 2.195, -3.081], [3.273, 1.345, 2.445], [-3.568, -2.045, 4.321], [-3.525, 2.156, -3.279], [-2.972, -0.663, 5.259], [-1.275, -2.581, -1.458], [-3.991, 1.794, -0.869], [0.540, 2.734, -4.535], [3.513, 2.359, 2.725], [-2.149, -1.087, -1.771], [4.397, -1.852, 2.401], [-0.465, -0.252, -3.206], [-0.364, -1.962, -3.577], [5.114, 0.469, 3.103], [-4.660, -1.198, 5.448], [3.011, -2.032, -2.807], [1.688, -2.715, -3.655], [-1.900, 2.678, -5.095], [1.224, 2.239, -2.190]]
}



Record 7
{
  "formula": "C17H17Cl2N3O2",
  "method": "the ωB97M-V functional and the def2-TZVPD basis",
  "spin_multiplicity": 1,
  "orbital_gap_ev": 7.68,
  "e_above_lowest_kcal_mol": 280.9,
  "homo_energy_ha": -0.27592,
  "elements": ["Cl", "Cl", "O", "O", "N", "N", "N", "C", "C", "C", "C", "C", "C", "C", "C", "C", "C", "C", "C", "C", "C", "C", "C", "C", "H", "H", "H", "H", "H", "H", "H", "H", "H", "H", "H", "H", "H", "H", "H", "H", "H"],
  "xyz": [[2.953, -1.816, 0.961], [2.912, 3.277, -0.211], [-0.065, -1.053, 2.060], [0.890, 1.737, -2.397], [-1.644, -0.060, -1.487], [-1.068, -1.718, -0.379], [0.516, -0.743, -1.818], [2.818, 0.772, 0.527], [-4.420, -1.073, 1.136], [-3.139, -1.982, 0.818], [2.091, -0.437, 0.995], [0.222, 0.889, 1.568], [-4.730, -0.029, 0.346], [-0.682, -0.885, -1.290], [0.803, -0.147, 1.533], [-0.133, -2.917, 0.357], [-0.442, 2.281, -2.199], [-2.676, -0.213, -0.749], [0.939, 2.182, 1.187], [2.204, 1.960, 0.355], [-3.900, 0.471, -0.774], [-2.217, -1.399, -0.043], [0.056, -2.610, 1.814], [-1.475, 1.081, -2.486], [1.108, -1.392, -1.580], [3.778, 0.341, -0.250], [0.614, -2.809, -0.514], [1.007, 0.839, -2.493], [-0.651, -3.822, 0.104], [-5.202, -1.653, 1.791], [-2.476, 1.638, -2.730], [-0.747, 3.249, -2.464], [-1.013, 0.650, -3.323], [-2.920, -2.694, 1.542], [0.408, 3.269, 1.055], [-0.484, 2.392, -1.047], [-0.664, 0.990, 2.103], [-0.717, -2.858, 2.446], [-4.056, 1.280, -1.225], [1.023, -3.084, 1.884], [-5.659, 0.208, 0.507]]
}



Record 8
{
  "formula": "C17H17Cl2NOSr",
  "method": "the ωB97M-V functional and the def2-TZVPD basis",
  "spin_multiplicity": 1,
  "orbital_gap_ev": 6.37,
  "e_above_lowest_kcal_mol": 62.8,
  "homo_energy_ha": -0.25998,
  "elements": ["Sr", "Cl", "Cl", "O", "N", "C", "C", "C", "C", "C", "C", "C", "C", "C", "C", "C", "C", "C", "C", "C", "C", "C", "H", "H", "H", "H", "H", "H", "H", "H", "H", "H", "H", "H", "H", "H", "H", "H", "H"],
  "xyz": [[1.679, -1.668, 1.008], [-0.876, 0.987, 7.042], [0.117, -3.897, 4.930], [1.806, -2.207, 3.190], [0.943, 0.280, 2.275], [0.940, 2.477, 3.167], [0.944, 1.546, -3.551], [0.731, -0.973, -3.785], [-1.319, 0.587, -1.592], [0.608, 2.127, -2.224], [-0.646, 1.923, -1.693], [1.508, 0.123, -3.156], [-1.601, -0.375, -2.817], [0.170, 0.673, 4.552], [0.131, -2.194, 4.859], [-0.441, -1.370, 5.831], [1.080, 1.599, 2.084], [-0.372, 0.031, 5.729], [-0.562, -1.211, -3.556], [0.396, 2.042, 4.360], [0.546, -0.188, 3.502], [0.841, -1.586, 3.789], [2.577, 0.061, -3.428], [-0.874, -0.026, -0.757], [-0.110, -2.556, 0.885], [-2.422, 0.012, -3.432], [-2.333, 0.816, -1.195], [-1.182, 2.772, -1.240], [-0.908, -1.830, 6.693], [1.232, 3.519, 3.022], [-2.085, -1.191, -2.265], [1.752, 2.116, -4.053], [1.448, -0.019, -2.071], [0.166, 2.734, 5.168], [1.428, 1.959, -1.511], [1.274, -1.612, -4.516], [0.069, 1.480, -4.207], [1.332, 1.908, 1.080], [-1.006, -2.165, -3.939]]
}



| no. | DFT total energy (eV) |
| --- | --- |
| 1 | -105672.9623 |
| 2 | -24958.6871 |
| 3 | -25896.0636 |
| 4 | -38779.3117 |
| 5 | -32221.3091 |
| 6 | -127778.1330 |
| 7 | -51503.6043 |
| 8 | -47317.2146 |